# 1
Formula: C28H53ClF6OP2Si2V
Source: the Open Molecules 2025 dataset
Level of theory: wB97M-V/def2-TZVPD

Each line ends with the Mulliken spin population.
Element x y z (Å)
V (-0.73728, 0.01142, -0.11151)  0.96
C (-1.74199, -0.01549, 1.68933)  -0.02
C (-2.06637, 1.15831, 0.94726)  -0.04
C (-2.68243, 0.73031, -0.28970)  0.01
Si (-1.80525, 2.82337, 1.71398)  0.01
C (-2.69390, -0.67945, -0.31510)  -0.02
C (-2.08817, -1.15563, 0.90951)  -0.04
Si (-1.82848, -2.84788, 1.63087)  0.01
H (-1.28514, -0.03325, 2.67762)  0.01
H (-3.09668, 1.39335, -1.04150)  0.01
H (-3.11801, -1.30450, -1.08963)  0.00
Cl (1.52594, -0.09832, -4.57594)  0.00
C (-1.61005, -2.77122, 3.47926)  0.00
C (-3.20072, -4.01819, 1.19170)  0.00
C (-1.50073, 2.63747, 3.54466)  0.00
C (-3.20626, 3.99454, 1.37778)  0.00
H (-4.12124, -3.67082, 1.67273)  0.00
H (-2.93515, -5.00067, 1.59950)  0.00
H (-3.38664, -4.10070, 0.11957)  0.00
H (-0.72785, -2.18654, 3.75242)  0.00
H (-1.49274, -3.79055, 3.85912)  0.00
H (-2.47837, -2.31334, 3.96227)  0.00
H (-4.12420, 3.58148, 1.80787)  0.00
H (-3.38007, 4.17311, 0.31523)  0.00
H (-2.98610, 4.94614, 1.87489)  0.00
H (-2.44372, 2.43615, 4.06052)  0.00
H (-1.08557, 3.57211, 3.93155)  0.00
H (-0.81595, 1.81586, 3.77174)  0.00
C (-0.18067, -3.32491, 0.84143)  0.00
C (-0.20097, 3.40604, 0.89102)  0.00
P (0.01286, -2.60049, -0.81450)  0.00
H (-0.08147, -4.42069, 0.89851)  0.00
H (0.61139, -2.87882, 1.46487)  0.00
P (0.00809, 2.64001, -0.74615)  0.00
H (0.63476, 3.05935, 1.52408)  0.00
H (-0.19640, 4.50947, 0.90025)  0.00
C (1.69164, 3.14782, -1.35187)  -0.01
C (-1.26080, 3.57085, -1.78040)  0.01
C (-1.25512, -3.53786, -1.84081)  0.01
C (1.68766, -3.12972, -1.42043)  -0.01
C (2.66382, -1.96261, -1.25883)  0.00
H (1.53090, -3.33156, -2.49698)  0.00
C (2.22913, -4.38708, -0.75004)  0.00
H (2.48120, -4.22284, 0.30688)  0.00
H (3.15288, -4.67087, -1.27030)  0.00
H (1.52322, -5.22031, -0.82641)  0.00
H (2.36850, -1.12021, -1.89940)  -0.01
H (3.68767, -2.25558, -1.53641)  0.00
H (2.69132, -1.62516, -0.21406)  0.02
H (-2.19370, -3.31563, -1.30891)  0.00
C (-1.03234, -5.04807, -1.87874)  0.00
C (-1.36040, -2.95289, -3.24524)  0.00
H (-1.04727, -5.50867, -0.88215)  0.00
H (-0.08767, -5.29865, -2.38129)  0.00
H (-1.84690, -5.49670, -2.46580)  0.00
H (-1.73094, -1.92228, -3.18829)  0.01
H (-2.08425, -3.52838, -3.83905)  0.00
H (-0.39402, -2.97130, -3.77163)  0.00
H (-2.20141, 3.34857, -1.25116)  0.00
C (-1.34924, 2.97323, -3.17798)  0.00
C (-1.03797, 5.08083, -1.83650)  0.00
H (-1.08606, 5.56028, -0.84965)  0.00
H (-1.83488, 5.51726, -2.45660)  0.00
H (-0.07699, 5.31717, -2.31601)  0.00
H (-1.71719, 1.94152, -3.11357)  0.01
H (-0.37555, 3.00314, -3.69082)  0.00
H (-2.06791, 3.53543, -3.78807)  0.00
C (2.65622, 1.96341, -1.21623)  -0.02
C (2.25090, 4.40083, -0.68925)  0.00
H (1.52744, 3.35034, -2.42571)  0.00
H (2.46229, 4.23971, 0.37491)  0.00
H (1.57271, 5.25253, -0.79869)  0.00
H (3.19866, 4.64311, -1.18475)  0.00
H (2.60723, 1.51039, -0.21501)  0.02
H (3.69748, 2.27955, -1.37925)  0.00
H (2.41524, 1.18309, -1.95388)  0.00
C (0.08697, -0.00322, -3.54709)  0.03
H (0.37661, -0.07371, -2.47154)  0.00
H (-0.41572, 0.93802, -3.79572)  -0.01
H (-0.59573, -0.80205, -3.87560)  -0.01
C (2.56148, 1.44093, 2.82499)  0.00
C (2.44242, 0.03970, 2.27588)  -0.02
O (1.65370, -0.09970, 1.19751)  0.11
C (3.92764, -0.46327, 1.92229)  0.00
F (4.85181, -0.23066, 2.90256)  0.00
F (3.98125, -1.79900, 1.64222)  0.00
F (4.37087, 0.18843, 0.80989)  0.00
C (1.98776, -0.91101, 3.47382)  0.00
F (2.79990, -0.78897, 4.56996)  0.00
F (0.73443, -0.54049, 3.88465)  0.00
F (1.91899, -2.23941, 3.16932)  0.00
H (2.92418, 2.10840, 2.03839)  0.00
H (3.25724, 1.44596, 3.66247)  0.00
H (1.58624, 1.80033, 3.15886)  0.00

Calculated values
E_LUMO (alpha / beta): 0.1 / 0.3 eV
multiplicity: 2
E_tot: -4439.0824 a.u.
gap between HOMO and LUMO (alpha / beta): 7.7 / 7.2 eV
HOMO level (alpha / beta): -7.52 / -6.95 eV
max |F|: 6.306 eV/A

=====

# 2
Formula: C17H30ClNO4
Source: the Open Molecules 2025 dataset
Level of theory: wB97M-V/def2-TZVPD

Each line ends with the Mulliken charge.
Element x y z (Å)
C (-0.14444, 1.38082, 5.47690)  -0.99
C (-0.00151, 0.57259, 4.02658)  -0.55
C (-1.36941, 0.76090, 3.09393)  -0.24
C (-1.07130, 1.73445, 1.80961)  -0.82
C (-1.45722, 1.10245, 0.34843)  -0.63
C (-0.56011, -0.18783, -0.11600)  0.38
C (-1.75990, -1.25734, -0.57868)  -1.29
C (-2.59506, -1.88443, 0.68481)  -0.46
C (-3.72004, -3.01253, 0.26375)  -0.44
Cl (-4.15281, -4.00058, 1.79776)  -0.23
O (0.19443, -0.96953, 0.87538)  -0.10
C (1.13103, -1.97222, 0.30663)  0.23
O (1.70885, -3.04824, 0.84664)  -0.63
C (1.32661, -1.38501, -1.22336)  -0.84
C (0.59869, 0.08551, -1.29087)  1.24
C (1.39504, 1.42017, -0.76976)  -0.68
C (2.90521, 1.61344, -1.37769)  -0.46
N (3.91027, 0.56264, -0.92171)  -0.60
C (-0.19976, 0.09909, -2.72203)  -0.57
C (0.62452, 0.76023, -3.97516)  -0.51
C (1.98823, -0.10744, -4.40411)  0.38
O (2.02612, -1.45108, -4.37589)  -0.51
O (3.25417, 0.56327, -4.85079)  -0.48
H (-0.56347, 2.44470, 5.22544)  0.27
H (-0.94733, 0.79769, 6.11290)  0.26
H (0.91418, 1.39320, 5.99461)  0.32
H (0.97986, 0.89454, 3.45034)  0.25
H (0.10372, -0.57558, 4.32695)  0.26
H (-1.73624, -0.31764, 2.82684)  -0.03
H (-2.16852, 1.25113, 3.79414)  0.49
H (-1.76957, 2.69255, 1.95143)  0.33
H (0.02688, 2.12393, 1.91411)  0.28
H (-1.31785, 1.98334, -0.44389)  0.28
H (-2.63306, 0.89654, 0.35675)  0.47
H (-1.35825, -2.14147, -1.23126)  0.42
H (-2.52484, -0.63432, -1.24965)  0.32
H (-3.20025, -1.01598, 1.23636)  0.16
H (-1.91519, -2.36578, 1.51829)  0.35
H (-4.73513, -2.49325, -0.06957)  0.32
H (-3.26777, -3.71173, -0.58234)  0.31
H (2.42210, -1.50509, -1.63965)  0.42
H (0.74797, -2.20009, -1.86954)  0.29
H (1.47182, 1.53283, 0.39306)  0.08
H (0.76183, 2.35817, -1.14869)  0.29
H (3.30967, 2.64753, -0.93955)  0.31
H (2.90289, 1.77499, -2.55952)  0.10
H (4.10423, -0.11241, -1.71711)  0.29
H (3.47874, 0.02557, -0.12891)  0.34
H (-1.17070, 0.77295, -2.55916)  0.30
H (-0.57235, -0.96422, -3.08625)  0.29
H (0.84883, 1.90637, -3.81822)  0.28
H (-0.08864, 0.67122, -4.92860)  0.43
H (3.86481, 0.49097, -4.05364)  0.34

Calculated values
E_LUMO: 0.0 eV
SMILES string: CCCCC[C@]1(CCCCl)OC(=O)C[C@@]1(CCN)CCC(=O)O
multiplicity: 1
E_tot: -1481.3332 a.u.
gap between HOMO and LUMO: 9.7 eV
HOMO level: -9.73 eV
max |F|: 9.106 eV/A

=====

# 3
Formula: C24H42Cl3N4O3ScSi
Source: the Open Molecules 2025 dataset
Level of theory: wB97M-V/def2-TZVPD

Each line ends with the Mulliken charge.
Element x y z (Å)
C (1.86710, -1.25609, -4.47013)  -1.68
C (1.01631, -0.10575, -3.99928)  1.66
H (2.46491, -0.99677, -5.35520)  0.35
H (1.24538, -2.12303, -4.68736)  0.24
H (2.54933, -1.53575, -3.67313)  0.37
C (0.39172, 0.79069, -4.88030)  -0.83
C (0.00421, 0.46308, -6.26633)  -1.43
H (0.34327, 1.83592, -4.57332)  0.27
H (-0.65707, -0.40871, -6.20923)  0.24
H (0.81616, 0.16739, -6.94882)  0.24
H (-0.54139, 1.31692, -6.68423)  0.37
Sc (-0.14656, -0.87541, 2.19750)  -0.02
Cl (1.81182, -1.91313, 2.92500)  -0.56
Cl (-1.16613, -3.13548, 1.59079)  -0.31
C (0.82652, 1.91446, 2.08280)  -0.08
O (-0.06876, 1.08751, 2.46424)  -0.03
N (0.47517, 3.18533, 1.99284)  0.48
C (-0.95379, 3.51222, 1.99321)  -0.85
C (1.47971, 4.21412, 2.18878)  -1.00
H (1.87210, 1.62621, 1.81670)  0.63
H (-1.53253, 2.63923, 2.31717)  0.27
H (-1.25279, 3.80285, 0.98251)  0.10
H (-1.11160, 4.35006, 2.66544)  0.38
H (2.45674, 3.73369, 2.34359)  0.36
H (1.20559, 4.82109, 3.05894)  0.32
H (1.51643, 4.86474, 1.31423)  0.30
H (-1.83055, -1.86502, -2.18088)  0.19
H (-2.54432, 0.92187, -3.09692)  0.34
C (-2.77138, -1.59326, -1.69664)  -0.84
C (-3.26260, 0.77868, -2.27471)  -1.08
N (-2.75200, -0.19119, -1.29833)  0.41
H (-2.94266, -2.24319, -0.85143)  0.29
C (-2.39581, 0.21204, -0.05179)  0.35
O (-2.14692, -0.54615, 0.91102)  -0.61
H (-3.42018, 1.74904, -1.77849)  0.29
H (-2.32839, 1.32806, 0.07776)  0.11
H (-3.57171, -1.70758, -2.41695)  0.33
H (-4.22071, 0.41060, -2.67062)  0.40
O (0.27353, -0.55942, -2.78574)  -0.22
C (1.25794, 0.40589, -2.54327)  -1.54
C (-0.21324, 2.42418, -2.03432)  1.03
C (1.06525, 1.84718, -2.15618)  0.27
H (-1.06944, 1.75414, -2.21946)  0.22
C (-0.35079, 3.76647, -1.67365)  -0.85
H (2.15213, -0.07413, -2.12488)  0.52
C (2.17705, 2.66587, -1.85181)  -0.71
H (-1.34562, 4.21046, -1.70334)  0.43
C (0.78726, 4.55399, -1.40439)  -0.61
C (2.06625, 4.00234, -1.47507)  -0.59
H (3.13453, 2.19171, -1.76858)  0.40
H (0.68267, 5.62325, -1.24227)  0.38
H (2.95411, 4.58417, -1.21828)  0.43
Si (0.31416, -4.35059, 0.12600)  0.74
Cl (0.79601, -0.17363, 0.19365)  -0.05
C (-1.13643, -5.20373, -0.60037)  -1.03
C (1.19894, -5.00506, 1.62595)  -0.96
C (1.74390, -3.85076, -1.04257)  -0.80
H (-1.97509, -4.53864, -0.88544)  0.27
H (-1.43916, -5.92722, 0.17841)  0.32
H (-0.73078, -5.72407, -1.48355)  0.33
H (1.42356, -3.42324, -2.01486)  0.12
H (2.13898, -4.87599, -1.22082)  0.48
H (2.55368, -3.33037, -0.48703)  0.26
H (1.79823, -4.22630, 2.11501)  0.22
H (1.80526, -5.81809, 1.22506)  0.37
H (0.47943, -5.37681, 2.35411)  0.30
C (1.43601, 0.30529, 5.40122)  -1.22
C (0.08466, -0.28033, 5.45394)  0.36
N (-0.69649, -0.81109, 4.49484)  0.55
C (-1.86060, -1.24543, 5.12474)  -0.56
C (-1.77919, -0.94907, 6.48011)  -0.63
N (-0.54597, -0.32803, 6.66311)  -0.08
H (1.40425, 1.37913, 5.15152)  0.18
H (1.93944, 0.18269, 6.38019)  0.43
H (2.03909, -0.22032, 4.64052)  0.17
H (-2.68852, -1.71024, 4.62450)  0.45
H (-2.45392, -1.10135, 7.28316)  0.43
H (-0.14570, -0.02213, 7.56140)  0.23

Calculated values
E_LUMO (alpha / beta): -0.1 / -0.1 eV
multiplicity: 1
E_tot: -3815.3327 a.u.
gap between HOMO and LUMO (alpha / beta): 3.1 / 3.1 eV
HOMO level (alpha / beta): -3.23 / -3.23 eV
relative energy (zero: lowest compared OMol25 entry of this formula, charge and spin): 168.4 kcal/mol
max |F|: 2.482 eV/A